[1]
The following is a quantum chemistry calculation of a cluster of 5 separate species, H10O5 in total, from the OMol25 dataset.

The value obtained for the HOMO energy is -11.36 eV. The total energy comes out at -10399.4857 eV. The value obtained for the orbital gap is 11.767 eV. As for the energy above the lowest of the compared OMol25 structures with the same formula, charge and spin: 1.364 eV. Its total charge is 0. The calculation puts the largest force on an atom at 0.3 eV/A. The SMILES is O.O.O.O.O.

Each line ends with the natural charge from an NBO analysis.
Positions of all 15 atoms, in Å:
O1 -1.3190 -4.3667 0.8940  -0.938
H1 -1.1771 -3.5723 0.3792  0.470
H2 -2.1116 -4.7546 0.5230  0.467
O2 -0.4437 -0.1512 -1.1379  -0.944
H3 0.2404 0.3795 -0.7297  0.475
H4 -0.5022 0.1805 -2.0339  0.469
O3 -4.9528 -1.1994 -0.6988  -0.938
H5 -4.0137 -1.1223 -0.5301  0.471
H6 -5.3590 -0.5975 -0.0752  0.468
O4 3.7228 1.7159 -1.3500  -0.941
H7 4.0185 2.3653 -1.9880  0.470
H8 4.2272 0.9291 -1.5570  0.471
O5 2.2724 3.1867 2.9327  -0.936
H9 2.6220 4.0281 3.2261  0.466
H10 2.7759 2.9789 2.1456  0.470

[2]
The following is a quantum chemistry calculation of a structure of composition C3H6FI2NO2RbS at a distorted geometry, from the OMol25 dataset.

The value obtained for the HOMO energy is -11.20 eV. The total energy comes out at -39190.4774 eV. The value obtained for the orbital gap is 5.658 eV. Its total charge is +1. The calculation puts the largest force on an atom at 8.2 eV/A.

Each line ends with the Löwdin charge.
Positions of all 17 atoms, in Å:
C1 2.1795 0.9200 0.0503  -0.122
C2 1.5992 -0.6130 0.0790  -0.287
C3 0.1378 -0.7958 -0.6895  -0.753
I1 0.1274 -2.9196 -1.3763  0.774
N1 -1.0539 -0.6665 0.2456  -0.642
I2 -2.4024 -2.1423 -0.3942  0.925
S1 -1.9213 0.8332 0.0246  0.749
O1 -2.2356 1.4395 1.4423  -0.668
O2 -3.3128 0.5569 -0.6249  -0.441
F1 -1.0879 2.0133 -0.9050  -0.196
H1 2.7494 1.1908 1.0636  0.101
H2 1.3177 1.7192 -0.0444  0.067
H3 2.8898 1.0771 -0.8897  0.102
H4 2.3634 -1.3114 -0.4975  0.088
H5 1.5149 -1.0473 1.1769  0.126
H6 0.0474 -0.1645 -1.6774  0.120
Rb1 -2.9128 -0.0893 3.0166  1.058

[3]
The following is a quantum chemistry calculation of an isolated molecule of C4H8O2, from the OMol25 dataset.

The value obtained for the HOMO energy is -9.44 eV. The total energy comes out at -8371.7708 eV. The value obtained for the orbital gap is 10.310 eV. As for the energy above the lowest of the compared OMol25 structures with the same formula, charge and spin: 1.511 eV. Its total charge is 0. The calculation puts the largest force on an atom at 0.4 eV/A. The SMILES is COCC(C)=O.

Each line ends with the natural charge from an NBO analysis.
Positions of all 14 atoms, in Å:
C1 -1.6760 0.8327 0.0989  -0.253
O1 -1.2899 -0.4871 -0.2185  -0.539
C2 -0.2828 -1.0632 0.5655  -0.165
C3 1.1513 -0.8138 0.0990  0.569
C4 1.4761 0.3923 -0.7566  -0.729
O2 2.0158 -1.5878 0.4496  -0.540
H1 -1.5064 1.4818 -0.7680  0.180
H2 -2.7445 0.8531 0.3440  0.187
H3 -1.1115 1.2342 0.9510  0.170
H4 -0.3368 -0.7284 1.6140  0.191
H5 -0.4361 -2.1462 0.5707  0.220
H6 2.4588 0.7641 -0.4572  0.242
H7 0.7377 1.1933 -0.6892  0.219
H8 1.5445 0.0752 -1.8031  0.248

[4]
The following is a quantum chemistry calculation of a structure of composition C9H28AgFO9 at a distorted geometry, from the OMol25 dataset.

The value obtained for the HOMO energy is -9.60 eV. The total energy comes out at -34929.2283 eV. The value obtained for the orbital gap is 8.702 eV. As for the energy above the lowest of the compared OMol25 structures with the same formula, charge and spin: 0.000 eV. Its total charge is 0. The calculation puts the largest force on an atom at 2.3 eV/A.

Each line ends with the natural charge from an NBO analysis.
Positions of all 48 atoms, in Å:
Ag1 -2.0355 0.6105 1.2802  0.921
F1 -0.2830 -0.8400 0.5885  -0.899
C1 -3.8072 0.1494 -1.6315  -0.245
O1 -3.0815 -0.3630 -0.5201  -0.805
H1 -3.1921 0.8163 -2.2419  0.174
H2 -4.1511 -0.6682 -2.2692  0.183
H3 -4.6767 0.6848 -1.2611  0.182
H4 -2.4289 -0.9903 -0.8856  0.525
C2 -1.0429 -0.4415 4.5190  -0.095
C3 0.0121 -1.4651 4.1974  -0.087
O2 -0.3326 -2.3738 3.2361  -0.725
O3 -1.1375 0.6130 3.5424  -0.778
H5 -0.7782 -0.0137 5.4902  0.175
H6 -2.0062 -0.9538 4.6394  0.175
H7 0.3276 -1.9776 5.1068  0.188
H8 0.9124 -0.8779 3.9029  0.174
H9 -0.2978 -1.9722 2.3348  0.504
H10 -1.4533 1.3828 4.0261  0.489
C4 -0.4918 2.0710 -3.5892  -0.085
C5 -0.1281 0.8150 -2.8593  -0.089
O4 -0.1297 1.0673 -1.4693  -0.768
O5 0.5802 3.0038 -3.6182  -0.712
H11 -1.3262 2.5570 -3.1019  0.186
H12 -0.6691 1.7684 -4.6293  0.160
H13 0.8675 0.4622 -3.1859  0.156
H14 -0.7840 -0.0350 -3.1158  0.175
H15 0.1071 0.3112 -0.9104  0.504
H16 1.2779 2.6186 -4.1551  0.461
C6 -0.1407 -2.9877 -2.0286  -0.082
C7 1.3114 -2.5798 -1.8589  -0.082
O6 1.7612 -2.6786 -0.5635  -0.719
O7 -1.0525 -2.0436 -1.5089  -0.803
H17 -0.2829 -3.9598 -1.5393  0.169
H18 -0.3354 -3.0988 -3.0965  0.173
H19 1.4176 -1.5428 -2.2206  0.147
H20 1.9288 -3.2125 -2.4991  0.179
H21 1.2396 -2.0776 -0.0072  0.486
H22 -0.7926 -1.7591 -0.6144  0.504
C8 2.0237 1.8988 0.7732  -0.109
C9 2.7742 2.7021 1.7689  -0.083
O8 4.1592 2.5644 1.6301  -0.711
O9 2.1350 0.5208 1.0767  -0.765
H23 2.5019 2.0745 -0.2117  0.173
H24 1.0111 2.2551 0.5476  0.182
H25 2.4117 2.4833 2.7896  0.149
H26 2.4899 3.7620 1.6633  0.171
H27 4.3213 1.6293 1.4388  0.475
H28 1.2660 0.0908 1.0405  0.504

[5]
The following is a quantum chemistry calculation of a cluster of 2 separate species, C14H20IN3O6 in total, from the OMol25 dataset.

The value obtained for the HOMO energy is -9.68 eV. The total energy comes out at -39697.6779 eV. The value obtained for the orbital gap is 9.238 eV. Its total charge is 0. The calculation puts the largest force on an atom at 0.6 eV/A. The SMILES is CC(=O)OC(=O)C[C@@](C#N)(CCN)[C@H](I)C#N.CCOC(=O)OC.

Each line ends with the natural charge from an NBO analysis.
Positions of all 44 atoms, in Å:
C1 6.5930 2.3215 0.4970  -0.740
C2 5.3462 2.9041 1.0846  0.808
O1 5.1839 3.2308 2.2081  -0.486
O2 4.2874 3.1789 0.1753  -0.564
C3 3.7325 2.1870 -0.5886  0.813
O3 4.3691 1.3958 -1.2133  -0.558
C4 2.2212 2.2674 -0.5649  -0.512
C5 1.5243 1.0760 0.1342  -0.145
C6 1.7073 1.2330 1.5945  0.254
N1 1.8402 1.3443 2.7275  -0.264
C7 0.0056 1.0805 -0.1463  -0.406
C8 -0.6699 2.4583 -0.0568  -0.221
N2 -2.0579 2.3750 0.4060  -0.835
C9 2.1523 -0.3017 -0.2424  -0.418
I1 2.0115 -0.7547 -2.3300  0.199
C10 1.4876 -1.3802 0.4852  0.245
N3 0.9632 -2.2189 1.0681  -0.279
H1 7.3047 2.1772 1.3073  0.243
H2 6.3956 1.3749 -0.0021  0.261
H3 6.9979 3.0130 -0.2441  0.249
H4 1.9607 3.1772 -0.0277  0.260
H5 1.8524 2.3626 -1.5889  0.258
H6 -0.4816 0.4049 0.5629  0.229
H7 -0.1558 0.6569 -1.1402  0.230
H8 -0.1080 3.1150 0.6137  0.186
H9 -0.6716 2.9079 -1.0551  0.185
H10 -2.3554 1.4233 0.5705  0.359
H11 -2.1994 2.9046 1.2536  0.367
H12 3.2078 -0.3235 0.0216  0.279
C11 -2.2733 -3.2900 1.0358  -0.640
C12 -3.4387 -2.3356 1.1510  -0.068
O4 -3.9774 -1.9790 -0.1369  -0.499
C13 -4.7615 -2.8948 -0.7008  0.981
O5 -5.0923 -3.9467 -0.2176  -0.647
O6 -5.1353 -2.4409 -1.8990  -0.497
C14 -5.9677 -3.3407 -2.6366  -0.255
H13 -1.5042 -2.8789 0.3835  0.219
H14 -1.8307 -3.4543 2.0179  0.226
H15 -2.5906 -4.2516 0.6340  0.223
H16 -3.1173 -1.3854 1.5760  0.181
H17 -4.2352 -2.7374 1.7764  0.196
H18 -6.8407 -3.6247 -2.0529  0.196
H19 -5.4096 -4.2336 -2.9137  0.190
H20 -6.2701 -2.7977 -3.5268  0.195